Below is a structure of composition C4H7BeO at a distorted geometry, with properties calculated with ωB97M-V with the def2-TZVPD basis set.

M (g/mol): 80.1
Frontier orbital gap (spin up / spin down) (eV): 5.3103 / 7.5237
HOMO (spin up / spin down) (eV): -12.259 / -14.058
Calculated total energy (Eh): -246.01522
Total charge: +1

```
13
Properties=species:S:1:pos:R:3:forces:R:3:lowdin_charge:R:1
H 1.54943 -1.14336 0.62406 -1.0 -0.7 -1.1 0.139
C 1.28997 -0.03052 -1.78123 0.0 -0.1 1.3 -0.139
C 1.86196 -0.45402 -0.16814 1.0 4.4 -1.1 -0.108
C 2.98908 -0.86548 -0.99795 -3.9 -6.4 7.1 -0.246
O 4.21701 -0.71172 -0.70914 -0.8 -2.8 -5.2 -0.099
Be 4.70740 0.22621 0.06409 2.9 4.8 3.7 0.617
H 1.38835 -0.84607 -2.51049 0.0 0.0 0.2 0.123
H 0.21206 0.10030 -1.57128 0.4 0.1 -0.1 0.144
H 1.97536 0.50700 0.35096 -0.2 0.2 -0.4 0.100
H 2.52007 -1.96332 -0.57176 2.4 0.6 -4.0 0.243
C 2.09610 1.19529 -2.16285 -2.1 -0.3 -1.2 0.054
H 2.50902 1.09640 -3.18051 0.3 0.4 0.7 0.085
H 1.55302 2.13214 -1.93948 1.0 -0.3 0.1 0.088
```
Forces are in eV/Å.